15
Properties=species:S:1:pos:R:3:mulliken_charge:R:1 method="wB97M-V/def2-TZVPD" e_tot_ha=-516.3292 de_lowest_kcal_mol=50.6 largest_force_ha_per_bohr=0.109 smiles="CP(C)(C)=N" homo_energy_ev=-7.834
C -1.5361 0.3411 0.7653 -1.0096
C 0.9366 -1.4643 0.5327 -1.1481
C 0.9139 1.3028 -0.3775 -1.1452
N -1.0071 -0.4306 -2.0256 -0.6507
P -0.2056 -0.2480 -0.3561 0.6661
H -1.5587 1.4385 0.5985 0.2715
H -2.4657 -0.1298 0.5765 0.3549
H -1.3041 0.1081 1.8006 0.3182
H 1.7529 -1.3712 -0.0360 0.3765
H 1.0178 -1.1540 1.5029 0.3983
H 0.4323 -2.4367 0.5902 0.3445
H 0.1944 2.0709 -0.5738 0.3623
H 1.3363 1.6516 0.6587 0.3054
H 1.6556 0.9841 -1.0878 0.3868
H -0.1623 -0.6627 -2.5685 0.1692